Here is C7H10N2O3 as an isolated structure at a distorted geometry from the Open Molecules 2025 dataset. Energies are from ωB97M-V with the def2-TZVPD basis set.

Geometry (Å):
C  0.693197  -0.857120  2.571037
C  1.423456  -1.627108  1.377310
C  -0.053506  -1.204951  -0.719982
C  -0.139119  0.070887  -0.924357
C  -0.853429  0.189387  -2.323273
C  -1.572317  1.839769  -2.240903
C  0.251621  1.378509  -0.395223
H  0.321212  1.043300  1.827290
H  1.246298  -0.046820  3.369311
H  0.074223  -1.457407  3.504785
H  2.164091  -2.447848  1.568941
H  1.874553  -0.642984  0.844550
H  0.209970  -3.007177  0.342617
H  -0.641170  -2.063651  -1.242929
H  -1.500264  2.403718  -3.195693
H  -2.761666  1.674493  -1.751772
H  -0.147246  3.448173  -1.145630
N  0.427235  -1.937051  0.334496
N  -0.416201  2.291296  -1.177688
O  -0.455873  0.082572  1.801552
O  -1.064614  -0.783114  -3.141467
O  0.919549  1.653127  0.717030

Force components x, y, z for each atom (eV/Å):
C -3.4 1.8 3.0
C -0.3 4.9 -1.0
C -0.4 -7.5 3.6
C -0.7 3.1 -4.6
C -2.1 -1.7 -1.1
C 1.5 -3.3 2.4
C -0.3 0.5 2.8
H -3.3 -3.3 -1.2
H -0.6 -2.3 -2.9
H 1.6 0.9 -3.2
H -0.9 0.9 -0.1
H 0.1 -2.4 1.4
H 0.3 3.0 -0.5
H 0.9 2.6 -0.3
H -0.1 -0.3 1.0
H 3.9 0.8 -1.3
H -1.1 -4.7 0.3
N 0.4 -3.5 0.6
N -0.7 4.6 -1.1
O 5.3 0.1 3.7
O 0.9 5.4 3.6
O -1.0 0.6 -5.0

The total charge is 0. Its molar mass is 170.2 g/mol. For the HOMO energy, the calculation gives -8.746 eV. Its energy above the lowest of the compared OMol25 structures with the same formula, charge and spin is 8.624 eV.